One molecule with the formula C5H7N, computed with wB97M-V/def2-TZVPD.

The geometry in XYZ format:
```
13
Properties=species:S:1:pos:R:3:forces:R:3:lowdin_charge:R:1
C 1.25268 -0.83184 0.81668 -9.31 5.93 -14.39 -0.2587
C -0.89106 -0.78636 -0.62198 -0.31 1.12 1.82 -0.0353
C -1.10426 -0.11948 0.68075 -1.61 -3.07 1.64 -0.0751
C 0.30125 -0.13551 0.08448 4.44 0.61 0.75 -0.4845
C 0.87260 1.08091 -0.59039 0.46 1.96 -0.07 -0.0445
N 1.88497 -1.32042 1.58630 9.20 -6.79 12.98 0.1974
H -1.29595 -0.18156 -1.38325 0.03 0.19 -1.33 0.1057
H -0.90628 -1.83097 -0.62871 -0.04 -1.41 -0.36 0.0984
H -1.76708 0.63966 0.88240 -1.11 2.26 -0.23 0.0805
H -1.12289 -0.80686 1.53430 0.08 0.19 -0.25 0.1133
H 1.35924 0.87034 -1.58519 -0.28 0.03 1.27 0.1029
H 1.49757 1.89818 0.03344 -1.33 -2.37 -1.18 0.1437
H -0.08079 1.52391 -0.80882 -0.22 1.36 -0.65 0.0562
```
Forces are in eV/Å.

E_HOMO (spin up / spin down): -4.076 / -11.428 eV
HOMO-LUMO gap (spin up / spin down): 5.0 / 7.5 eV
largest force on an atom: 18.14 eV Å⁻¹
DFT total energy: -249.149273 a.u.
2S+1: 3
energy relative to the best compared isomer or geometry (same formula, charge and spin): 376.1 kJ/mol


One molecule with the formula C18H23O5P, computed with wB97M-V/def2-TZVPD.

The geometry in XYZ format:
```
47
Properties=species:S:1:pos:R:3:forces:R:3:lowdin_charge:R:1
C 3.02170 -0.65738 4.69922 0.07 -0.02 0.06 0.0083
C 3.30214 0.23600 3.77038 -0.13 0.22 -0.19 -0.1510
C 2.63326 1.57292 3.66606 -0.06 -0.07 0.44 -0.1669
O 2.30757 1.89676 2.31093 0.32 0.21 -0.07 0.0112
C 1.23866 1.29806 1.78772 -0.24 -0.02 -0.36 -0.4828
O 0.51754 0.55027 2.39911 -0.01 0.03 0.16 0.1030
C 1.06873 1.66498 0.33273 0.04 -0.03 0.07 -0.1232
C -0.35620 1.41916 -0.14008 0.09 0.08 -0.65 -0.2152
P -0.44752 1.57781 -1.97326 -0.34 -1.20 0.58 0.7007
O 0.07946 2.85897 -2.45827 0.26 0.89 -0.37 -0.3265
C 0.45902 0.16838 -2.75272 -0.16 0.47 0.20 -0.2161
C 0.05559 -1.23641 -2.33130 0.06 0.04 0.15 -0.1150
C 0.53211 -1.52969 -0.92168 0.03 0.01 -0.48 -0.5211
O 1.62315 -1.24043 -0.50438 0.00 0.06 0.10 0.1178
O -0.41265 -2.14446 -0.21388 -0.33 -0.15 -0.04 -0.0033
C -0.10722 -2.45908 1.15497 0.21 0.02 0.53 -0.1524
C 1.01044 -3.44684 1.27712 -0.22 0.04 -0.17 -0.1522
C 2.01841 -3.30009 2.11420 -0.01 -0.09 0.06 0.0318
C -2.20146 1.30179 -2.38439 0.49 0.10 0.09 -0.2696
C -3.00140 0.35183 -1.76122 0.01 0.03 0.01 -0.0867
C -4.31968 0.20166 -2.15401 -0.10 -0.11 0.06 -0.0793
C -4.84264 0.99441 -3.16326 -0.03 0.01 -0.02 -0.0831
C -4.04825 1.94621 -3.78143 -0.08 -0.01 -0.04 -0.0766
C -2.73004 2.09810 -3.39121 0.09 0.08 -0.05 -0.0745
H 3.53947 -1.59952 4.75469 0.15 -0.16 -0.01 0.0560
H 2.26860 -0.47859 5.44875 -0.21 0.07 0.11 0.0665
H 4.04891 0.04581 3.01140 0.15 -0.10 -0.06 0.1127
H 3.31639 2.36769 3.98101 -0.14 -0.08 -0.07 0.1321
H 1.72441 1.59781 4.27626 0.17 0.04 -0.05 0.1279
H 1.76295 1.02121 -0.21804 0.04 0.12 0.09 0.1120
H 1.37202 2.69850 0.16570 0.02 -0.06 0.02 0.1297
H -1.02989 2.18079 0.26444 -0.04 -0.10 -0.06 0.1146
H -0.70366 0.44730 0.20439 -0.11 -0.06 0.00 0.0760
H 1.52114 0.33802 -2.55391 -0.06 -0.01 -0.03 0.0970
H 0.30173 0.31404 -3.82613 0.00 0.02 0.09 0.1012
H -1.02274 -1.38150 -2.39096 0.06 -0.09 -0.06 0.1050
H 0.53937 -1.96186 -2.99193 -0.07 -0.02 0.06 0.1319
H -1.03978 -2.88117 1.54137 0.11 0.11 -0.07 0.1339
H 0.13514 -1.53810 1.69552 -0.11 -0.14 -0.09 0.1033
H 0.93671 -4.30609 0.62301 0.07 -0.17 -0.03 0.1086
H 2.80230 -4.03343 2.19258 0.12 -0.20 0.00 0.0584
H 2.09406 -2.43516 2.75183 0.00 0.24 0.08 0.0420
H -2.60440 -0.26367 -0.96745 0.02 -0.10 0.11 0.0981
H -4.94310 -0.53564 -1.66934 -0.05 -0.05 0.04 0.1042
H -5.87289 0.87227 -3.46374 -0.08 -0.01 -0.02 0.1029
H -4.45725 2.56872 -4.56348 -0.03 0.05 -0.06 0.1043
H -2.09022 2.83964 -3.84734 0.02 0.10 -0.06 0.1046
```
Forces are in eV/Å.

E_HOMO: -9.664 eV
structure (SMILES): C=CCOC(=O)CCP(=O)(CCC(=O)OCC=C)c1ccccc1
HOMO-LUMO gap: 10.4 eV
largest force on an atom: 1.38 eV Å⁻¹
DFT total energy: -1417.279187 a.u.
energy relative to the best compared isomer or geometry (same formula, charge and spin): 0.0 kJ/mol


C4H8MgO2 as an isolated structure, computed with wB97M-V/def2-TZVPD.

The geometry in XYZ format:
```
15
Properties=species:S:1:pos:R:3:forces:R:3:lowdin_charge:R:1
H 2.76926 -1.54656 1.30558 -1.03 -0.59 0.45 0.1250
C 1.64192 -1.00602 -0.43266 0.35 0.15 0.70 -0.0212
C 1.93917 -0.94255 0.90897 0.09 -0.07 -0.75 -0.3239
O 1.45988 -0.03637 1.74913 0.03 1.13 0.23 -0.2776
Mg 0.07289 1.17691 1.84800 -0.10 -0.68 -1.14 1.2411
H 1.83539 -0.09565 -1.01294 -1.02 -0.43 0.05 0.0613
H 1.53197 -1.99656 -0.88024 1.04 0.45 -0.28 0.0648
O -1.74967 1.32673 0.66410 1.02 0.78 1.59 -0.1396
C -1.68234 0.23679 -0.28308 0.25 -0.63 -0.91 -0.2806
C -0.54751 0.50871 -1.20653 -0.57 0.11 0.01 0.0212
H -2.63761 1.43732 1.02105 -0.12 0.00 -0.02 0.1251
H -2.63848 0.18096 -0.82858 0.28 -0.15 0.32 0.1405
H -1.50119 -0.67082 0.31015 -0.35 -0.17 -0.25 0.1213
H 0.10392 1.34714 -0.94971 -0.22 -0.26 -0.53 0.0558
H -0.59759 0.07998 -2.21324 0.35 0.36 0.52 0.0868
```
Forces are in eV/Å.

net charge: +1
E_HOMO (spin up / spin down): -10.611 / -11.268 eV
HOMO-LUMO gap (spin up / spin down): 4.6 / 5.1 eV
largest force on an atom: 2.04 eV Å⁻¹
DFT total energy: -507.402518 a.u.
2S+1: 2


One molecule with the formula CHN3O5S, computed with wB97M-V/def2-TZVPD.

The geometry in XYZ format:
```
11
Properties=species:S:1:pos:R:3:forces:R:3:lowdin_charge:R:1
N 3.31358 -0.41081 0.54779 0.50 -0.40 -0.01 0.1951
C 2.20390 -0.38168 0.26006 -1.68 0.75 -0.03 -0.2655
N 0.91027 -0.07472 -0.08903 -0.03 0.60 0.25 -0.2193
O -0.11106 -1.00736 0.20980 -0.43 0.63 0.74 -0.0154
S 0.48415 1.62758 -0.06851 0.01 -0.99 2.18 0.7883
O 1.57655 2.41317 0.36401 0.55 -0.25 -0.79 -0.2138
O -0.71904 1.67300 0.69514 -0.49 -0.19 -1.14 -0.2386
N 0.25609 2.02911 -1.92121 -0.13 0.07 -0.61 -0.4100
O -0.80270 1.73288 -2.41604 0.96 0.20 0.58 0.1113
O 1.23197 2.55942 -2.38282 -0.89 -0.48 0.26 0.1131
H -0.67614 -0.72573 1.01362 1.65 0.05 -1.43 0.1548
```
Forces are in eV/Å.

E_HOMO: -11.346 eV
structure (SMILES): N#CN(O)S(=O)(=O)[N+](=O)[O-]
HOMO-LUMO gap: 9.9 eV
largest force on an atom: 2.39 eV Å⁻¹
DFT total energy: -977.113093 a.u.
energy relative to the best compared isomer or geometry (same formula, charge and spin): 0.0 kJ/mol


A 2-piece molecular cluster, C9H17N2O overall, computed with wB97M-V/def2-TZVPD.

The geometry in XYZ format:
```
29
Properties=species:S:1:pos:R:3:forces:R:3:lowdin_charge:R:1
C 0.98220 -1.44047 1.71279 -0.82 0.05 -0.98 0.0078
C 1.03171 -0.12591 2.03553 -0.97 1.67 -0.58 -0.2091
C 0.29694 -1.64279 0.52034 0.54 5.50 0.41 -0.2663
C 1.51480 0.49924 3.34044 1.36 0.08 -1.87 0.0067
C 0.10842 -2.79170 -0.31925 -0.57 0.22 -1.90 -0.0224
C -2.57966 0.47988 -1.02573 -1.79 -1.06 -2.07 -0.0019
C 0.39184 1.92258 0.83477 -1.18 2.87 -1.46 -0.0315
C 0.39276 0.83617 -3.17294 2.02 0.73 1.06 0.0100
C -1.29763 0.06684 -1.70371 -0.59 -1.37 1.86 -0.1339
N 0.42434 0.53931 0.97241 0.50 -3.13 2.16 -0.1626
N -0.06543 -0.33911 0.07609 0.62 -2.45 -0.09 0.0981
O -0.67988 1.02139 -2.26082 -0.79 -0.06 -0.56 -0.0626
H 1.44034 -2.15460 2.27158 1.01 -2.09 1.51 0.0956
H 2.18409 1.38814 3.13646 -0.67 -1.03 0.46 0.1034
H 0.73824 0.76107 4.01285 -1.05 0.56 0.28 0.0718
H 2.04201 -0.29664 3.86161 0.45 0.18 -0.06 0.0846
H 1.03371 -3.02172 -0.92180 -0.88 -0.47 1.11 0.1251
H -0.40817 -3.54621 0.26819 0.47 -0.68 -0.52 0.1023
H -0.58499 -2.38691 -1.07892 0.03 -1.04 0.20 0.0519
H -2.84274 0.14864 -0.05294 0.71 -0.68 1.02 0.0780
H -2.77176 1.53485 -1.05125 0.41 0.62 -0.20 0.0873
H -3.46153 0.01010 -1.61704 1.49 0.66 0.43 0.1378
H 1.43421 2.29290 0.99910 -1.10 0.16 0.02 0.1111
H 0.10088 2.13965 -0.26137 0.50 -0.05 1.86 0.1087
H -0.40243 2.41980 1.51663 1.50 -0.66 -1.00 0.1333
H 1.32165 0.73331 -2.56362 -0.65 -0.90 -0.49 0.1252
H 0.54377 1.81383 -3.54265 -0.12 1.05 -0.87 0.0902
H 0.24754 0.17085 -4.00592 -0.30 -0.67 0.21 0.1116
H -1.13526 -1.03249 -1.98085 -0.14 1.98 0.06 0.1497
```
Forces are in eV/Å.

net charge: +1
E_HOMO: -12.446 eV
HOMO-LUMO gap: 9.0 eV
largest force on an atom: 5.54 eV Å⁻¹
DFT total energy: -537.542160 a.u.
energy relative to the best compared isomer or geometry (same formula, charge and spin): 251.2 kJ/mol


A 10-piece molecular cluster, C36H59NO14 overall, computed with wB97M-V/def2-TZVPD.

The geometry in XYZ format:
```
110
Properties=species:S:1:pos:R:3:forces:R:3:lowdin_charge:R:1
C 3.47189 1.89214 2.76023 -0.05 -1.18 0.29 -0.1089
C 4.55919 1.40957 1.99594 0.43 0.30 -0.60 -0.1293
C 4.15091 0.32091 1.25942 0.21 0.92 0.31 -0.1267
N 2.81873 0.11885 1.55285 1.54 -0.55 0.19 0.0362
C 2.47296 0.96356 2.56830 -1.48 0.63 -0.55 -0.1333
H 3.49269 2.72435 3.44235 -0.14 -0.09 0.13 0.0926
H 5.53749 1.86527 1.96079 0.03 -0.15 -0.05 0.0913
H 4.77896 -0.26587 0.61193 -0.47 -0.21 -0.26 0.1050
H 2.28680 -0.63555 1.15455 -0.17 -0.09 0.36 0.1180
H 1.47391 0.85822 2.96525 0.06 0.38 0.12 0.0971
O -7.76768 1.89279 1.18672 0.03 0.45 0.06 0.1231
C -6.66696 2.11841 0.76944 -1.15 -1.62 0.13 -0.5001
C -5.54255 2.77570 1.46570 0.48 1.54 0.52 -0.0859
C -4.43826 2.96193 0.40157 -0.31 -0.30 2.03 -0.1327
C -4.92288 2.01116 -0.69762 0.47 1.30 -0.93 -0.1438
O -6.27224 1.58957 -0.41252 1.11 0.43 0.14 0.0490
H -5.86289 3.74400 1.85825 -0.22 -0.04 -0.16 0.1296
H -5.31560 2.23536 2.38522 0.24 -0.46 -0.29 0.1125
H -4.36037 4.03312 0.22745 -0.21 -0.14 -0.90 0.1172
H -3.46971 2.71040 0.84049 0.06 -0.32 -0.33 0.0977
H -4.96466 2.58043 -1.62705 0.05 -0.38 -0.24 0.1185
H -4.20743 1.19597 -0.79602 -0.51 -0.46 -0.07 0.1131
O -2.08207 -2.41366 -4.15017 0.50 0.57 0.07 0.1137
C -2.17542 -2.76842 -3.01116 -0.56 -1.13 -0.60 -0.5128
C -1.73824 -4.13910 -2.46547 -0.15 1.43 -0.60 -0.0521
C -2.08000 -3.99344 -1.01243 0.20 -1.17 1.43 -0.1743
C -3.19024 -2.98223 -0.98255 -0.96 -0.27 -0.50 -0.1369
O -2.90818 -2.11423 -2.10145 0.02 1.10 0.84 0.0229
H -2.36616 -4.79889 -3.06629 0.28 -0.47 0.25 0.1367
H -0.67928 -4.21617 -2.69956 -0.05 -0.53 0.05 0.1241
H -2.40806 -4.88023 -0.46260 -0.06 -0.25 -0.47 0.1187
H -1.19226 -3.70442 -0.44749 -0.13 0.48 -0.12 0.0828
H -4.17323 -3.40290 -1.22792 0.21 -0.45 -0.05 0.1315
H -3.39612 -2.51098 -0.02174 0.75 0.73 -0.24 0.1284
O 0.96648 -2.51966 -0.20663 -0.49 -0.04 -0.61 0.0860
C 0.25397 -1.54582 -0.28181 1.54 0.53 0.29 -0.4961
C 0.30571 -0.40663 -1.31032 -0.49 -0.51 0.56 -0.0307
C -0.60773 0.65942 -0.69598 -0.29 0.06 -1.08 -0.1340
C -0.86465 0.16534 0.71857 0.07 1.50 -0.81 -0.1527
O -0.50727 -1.20840 0.76107 -0.85 -0.16 0.51 0.0411
H 1.35921 -0.14776 -1.40783 -0.04 0.09 -0.30 0.1238
H -0.11510 -0.79281 -2.23787 0.37 0.11 -0.23 0.1170
H -0.27767 1.69609 -0.71014 0.56 -0.21 0.19 0.0859
H -1.52179 0.72235 -1.29330 -0.14 -0.39 0.17 0.1021
H -0.20688 0.75106 1.35828 -0.23 -0.35 0.52 0.0944
H -1.91081 0.38170 0.92766 0.02 -0.63 0.62 0.1187
O -3.86015 4.41019 -3.77250 0.14 -0.36 0.36 0.1140
C -2.71058 4.08765 -3.62912 -1.13 0.51 0.37 -0.4808
C -2.02048 3.49792 -2.41840 0.20 -0.24 0.24 -0.0764
C -0.70264 3.05851 -3.01362 1.35 0.29 -0.64 -0.1586
C -0.49819 4.05930 -4.17679 0.08 -0.56 1.07 -0.1370
O -1.83485 4.27880 -4.61988 0.61 0.42 -0.92 0.0379
H -1.87274 4.21181 -1.60568 0.10 0.46 -0.42 0.1167
H -2.60003 2.73699 -1.89770 -0.13 -0.27 -0.56 0.0945
H 0.16248 3.11974 -2.35675 -0.19 -0.14 0.21 0.0890
H -0.70884 2.07762 -3.49348 -0.34 -0.19 0.35 0.1206
H -0.03205 4.98848 -3.83912 -0.30 0.16 0.05 0.1264
H 0.14674 3.66215 -4.95686 -0.40 -0.09 -0.29 0.1200
O -0.31486 3.93219 0.11259 -0.37 0.27 -0.39 0.0956
C 0.77427 4.41334 0.23727 -0.05 -0.45 0.73 -0.4454
C 1.40266 4.86393 1.55395 0.19 -0.90 -0.72 -0.0711
C 2.75460 5.32524 1.05874 0.30 0.97 1.26 -0.1690
C 3.01350 4.66398 -0.27675 -0.67 0.69 0.46 -0.1211
O 1.66901 4.44757 -0.79192 0.14 -0.35 0.43 0.0152
H 0.85245 5.58476 2.15190 -0.24 0.23 -0.49 0.1265
H 1.42250 3.97059 2.18554 0.18 -0.14 -0.18 0.1042
H 2.64396 6.40200 0.90333 0.43 0.01 0.04 0.1190
H 3.52316 5.13326 1.80974 0.18 0.16 -0.27 0.1157
H 3.49826 5.38040 -0.93317 0.18 -0.36 -0.27 0.1242
H 3.58268 3.74417 -0.15001 -0.29 -0.23 -0.40 0.1227
C 0.78046 -7.72394 2.76158 0.17 1.26 0.37 -0.0172
C 0.26448 -6.26781 2.77268 0.44 -1.43 1.46 -0.4835
C 0.22754 -5.47047 1.50864 0.04 -0.40 -0.62 -0.0289
O -0.14895 -5.85421 3.83368 -0.12 0.66 -0.57 0.0637
H 0.00070 -8.31977 2.28860 0.50 -0.33 -0.42 0.0824
H 0.91462 -8.04543 3.79145 -0.35 0.05 0.09 0.0757
H 1.79149 -7.73106 2.34839 -0.33 -0.43 -0.71 0.0748
H 0.63814 -5.98069 0.63401 -0.02 -0.38 0.18 0.0867
H 0.82303 -4.56568 1.57601 -0.62 0.37 0.29 0.0504
H -0.83444 -5.32818 1.30567 0.10 0.61 -0.02 0.0770
C 2.54023 -2.26054 -4.63589 -0.02 0.79 -0.37 -0.0095
C 2.62841 -0.73845 -4.68279 0.32 -0.53 0.17 -0.4974
C 2.12636 -0.03042 -5.92467 -0.45 0.75 0.98 -0.0203
O 3.09696 -0.09928 -3.77051 -0.02 0.01 0.17 0.0506
H 3.30462 -2.68212 -3.98928 0.16 0.06 -0.14 0.0815
H 2.63356 -2.54823 -5.68347 -0.01 -0.67 0.18 0.0790
H 1.57580 -2.57998 -4.23810 -0.15 0.10 -0.21 0.0766
H 1.13629 -0.39605 -6.19759 0.14 -0.18 -0.32 0.0859
H 2.82048 -0.00338 -6.76115 0.02 -0.43 -0.03 0.0867
H 2.01502 0.99488 -5.56498 -0.08 0.10 -0.36 0.0733
C 3.43717 -4.10263 1.68441 0.65 -0.17 -0.89 -0.0273
C 4.37324 -4.72306 2.69974 0.10 1.37 1.42 -0.4929
C 5.83706 -4.78271 2.29670 -1.08 -0.06 -0.67 -0.0202
O 3.98688 -5.03746 3.80106 -0.01 -0.40 -0.19 0.0706
H 2.88977 -4.94021 1.25036 -0.08 0.19 -0.28 0.0737
H 4.04046 -3.61549 0.91484 -0.13 -0.28 -0.28 0.0753
H 2.73328 -3.33324 1.99197 -0.01 -0.32 0.75 0.0785
H 6.51077 -5.11223 3.07738 -0.12 -0.20 0.04 0.0811
H 6.10341 -3.79166 1.92783 0.19 -0.03 0.02 0.0792
H 5.79659 -5.44345 1.42309 0.68 -0.06 0.03 0.0898
C -2.44853 1.03324 3.81619 -0.16 1.02 1.18 -0.0028
C -1.70612 2.33228 3.66986 0.25 0.53 -0.81 -0.4755
C -2.28760 3.63828 4.24819 0.93 -0.77 -0.63 0.0007
O -0.66595 2.35684 3.05083 0.35 0.20 0.18 0.0378
H -1.94338 0.22119 3.31078 -0.21 -0.01 -0.22 0.0743
H -3.48214 1.24790 3.54337 -0.09 -0.56 -0.24 0.0713
H -2.46187 0.84134 4.89538 -0.15 -0.26 -0.04 0.0990
H -1.87375 4.48312 3.69843 -0.10 -0.16 -0.32 0.0775
H -1.83068 3.74736 5.23316 -0.74 -0.09 0.38 0.0890
H -3.37078 3.63033 4.16671 -0.05 0.15 0.64 0.0724
```
Forces are in eV/Å.

E_HOMO: -8.538 eV
structure (SMILES): c1cc[nH]c1.O=C1CCCO1.O=C1CCCO1.O=C1CCCO1.O=C1CCCO1.O=C1CCCO1.CC(C)=O.CC(C)=O.CC(C)=O.CC(C)=O
HOMO-LUMO gap: 8.8 eV
largest force on an atom: 2.09 eV Å⁻¹
DFT total energy: -2515.235403 a.u.
energy relative to the best compared isomer or geometry (same formula, charge and spin): 0.0 kJ/mol